Record 1
{"formula": "C33H52BN7O", "method": "ωB97M-V with the def2-TZVPD basis set", "multiplicity": 1, "homo_energy_ev": -7.056, "total_charge": 0, "e_lumo_ha": -0.155, "energy_ha": -1771.185470, "largest_force_ha_per_bohr": 0.3023, "elements": ["C", "C", "C", "C", "C", "C", "N", "O", "C", "C", "C", "H", "H", "H", "H", "H", "H", "H", "H", "H", "H", "H", "H", "H", "H", "H", "H", "H", "H", "B", "H", "H", "H", "H", "N", "C", "C", "C", "C", "H", "H", "H", "H", "H", "N", "C", "C", "C", "C", "H", "H", "H", "H", "H", "N", "C", "C", "C", "C", "H", "H", "H", "H", "H", "N", "C", "C", "C", "C", "H", "H", "H", "H", "H", "N", "C", "C", "C", "C", "H", "H", "H", "H", "H", "N", "C", "C", "C", "C", "H", "H", "H", "H", "H"], "positions_angstrom": [[-1.5100, 1.3037, -3.1282], [-2.7750, 1.0307, -2.2882], [-2.7770, -0.5243, -2.0682], [-3.8310, -0.8553, -1.0192], [-3.4790, -0.1943, 0.2348], [-3.4950, 1.3017, 0.1108], [-2.7230, 1.7867, -1.0292], [-2.4650, 3.0257, -0.9942], [-2.7940, 1.7687, 1.5098], [-4.9800, 1.9427, 0.2258], [-3.8610, 1.5867, -3.1742], [-1.4570, 0.9257, -4.1022], [-0.7050, 0.9737, -2.4662], [-1.3440, 2.3067, -3.3982], [-1.8460, -0.9433, -1.7212], [-3.0080, -0.8423, -3.0612], [-3.7540, -1.9073, -1.0662], [-4.7580, -0.7103, -1.3182], [-2.6260, -0.6873, 0.6028], [-4.2520, -0.5573, 1.0478], [-2.9050, 2.6097, 1.7828], [-1.8530, 1.4247, 1.6138], [-3.4580, 1.2017, 2.3428], [-5.6900, 1.5187, -0.4892], [-5.1330, 3.0637, -0.0572], [-5.3960, 2.0557, 1.2198], [-4.1640, 2.5917, -3.2492], [-4.7950, 1.2697, -2.7102], [-3.6720, 1.2697, -4.1802], [1.2180, -0.3683, -0.4512], [2.1280, -0.5343, 0.3338], [0.5260, -1.3763, -0.3012], [0.6340, 0.8067, -0.2892], [1.6950, -0.4493, -1.6802], [3.0920, 2.5027, -3.6932], [3.5000, 2.8207, -4.9012], [2.2600, 2.9837, -5.7772], [1.0670, 3.0117, -4.8072], [1.6850, 2.6217, -3.5082], [3.4690, 2.0367, -3.0252], [4.6160, 2.5817, -5.2642], [2.4630, 3.2517, -6.9522], [0.0710, 3.4337, -4.8912], [1.3640, 2.5017, -2.5752], [-0.2150, 2.3687, 3.6828], [-1.1030, 3.0447, 4.4878], [-1.1610, 4.4087, 3.8768], [-0.2240, 4.4877, 2.8588], [0.4030, 3.0517, 2.6798], [0.0930, 1.3437, 3.8948], [-1.6700, 2.5667, 5.3128], [-1.7460, 5.2227, 4.4128], [-0.0090, 5.3107, 2.2608], [1.1360, 2.6277, 1.9188], [2.2410, -4.2863, -0.8472], [1.5490, -5.1703, -1.5982], [2.0820, -6.5213, -1.4772], [3.3650, -6.3023, -0.6412], [3.3100, -4.8603, -0.1492], [1.8800, -3.1503, -0.6292], [0.6630, -4.7113, -2.0162], [1.7890, -7.2783, -2.1332], [4.2460, -6.9793, -0.3132], [4.0100, -4.4393, 0.5868], [0.8880, -5.4563, 1.6138], [0.1800, -6.4993, 1.9858], [-0.6840, -6.1303, 3.2238], [-0.5700, -4.6363, 3.2848], [0.4450, -4.3103, 2.1578], [1.4980, -5.5373, 0.6908], [0.4640, -7.4523, 1.5328], [-1.4460, -6.7403, 3.6898], [-1.2200, -4.2533, 3.7958], [1.0070, -3.2563, 1.8248], [3.6710, 1.8937, -0.7382], [5.0230, 1.6447, -0.9062], [5.6400, 2.9657, -1.0872], [4.5290, 3.9287, -1.0462], [3.3060, 3.2417, -0.8312], [2.9630, 1.0837, -0.6852], [5.5850, 0.8267, -0.8602], [6.7680, 3.1057, -1.2642], [4.5530, 4.9677, -0.8422], [2.2630, 3.3087, -0.4722], [0.0450, -0.6743, 2.5878], [1.1320, -0.3823, 3.3948], [0.6600, -0.6683, 4.8608], [-0.8390, -0.9473, 4.6478], [-1.0900, -0.9543, 3.1738], [0.2450, -0.4503, 1.6848], [2.1530, 0.0547, 3.0698], [1.3460, -0.6753, 5.7068], [-1.3600, -1.1283, 5.3578], [-2.0730, -1.1683, 2.8978]], "atomic_forces_ev_per_a": [[1.2, 0.3, 2.7], [3.5, -0.2, -2.0], [-1.7, 2.5, 0.6], [3.8, -1.6, -1.3], [-3.3, -1.7, 1.6], [0.2, 1.1, 4.8], [-1.5, 5.7, 0.2], [-0.1, -5.1, -0.6], [-4.0, -11.7, -2.4], [0.0, 2.3, -2.2], [-2.5, -1.2, 1.2], [-0.4, -1.8, -1.1], [0.6, 0.0, -0.7], [0.0, 1.8, 0.5], [0.7, 0.4, -0.2], [-0.2, -0.8, -0.5], [-0.1, -1.5, 1.2], [-4.5, 1.3, -1.6], [1.9, 0.4, 0.5], [1.2, 1.3, -1.4], [-1.2, 11.8, 2.7], [3.2, -1.1, 0.1], [1.6, 0.9, -2.0], [0.1, -0.7, 0.4], [1.4, -1.6, 0.1], [0.4, -1.2, 0.4], [1.2, 2.0, 0.3], [-0.5, -1.0, -0.8], [-0.3, -0.6, -0.3], [0.2, 0.3, -1.6], [0.2, 0.3, 0.2], [-0.5, 0.3, 0.0], [0.3, -1.3, 0.0], [-0.5, 0.3, 1.4], [-6.8, 3.4, -3.3], [-1.0, -1.4, -5.0], [2.1, 1.3, 1.5], [5.1, -1.1, 1.6], [1.9, 1.7, -7.6], [4.2, -3.2, 5.2], [-2.9, 0.8, 1.0], [-1.2, -0.6, 3.4], [0.2, -0.4, -0.4], [-1.7, -0.5, 3.4], [0.9, -2.9, 0.7], [0.3, 2.4, -2.6], [-0.4, -1.9, 3.0], [1.2, -5.1, -0.2], [-2.2, 4.2, 0.8], [-0.8, 2.2, -0.3], [0.7, 0.4, -0.9], [0.9, -1.0, -1.2], [0.4, 1.2, -0.9], [-1.2, 0.6, 1.5], [0.5, 4.1, 2.5], [0.4, -1.8, 0.7], [3.0, 5.3, 1.9], [-1.6, 2.7, 0.7], [-0.2, -4.6, -2.8], [1.3, -4.5, -1.0], [-0.1, -0.8, -0.4], [-0.2, -1.3, -0.5], [-2.1, 1.0, -0.8], [-0.8, 0.3, -0.8], [0.5, 0.8, -3.0], [-2.3, -1.8, 4.6], [2.8, 2.4, -4.9], [9.4, -8.2, -9.3], [-0.9, 3.5, 2.9], [-1.5, 0.4, 2.9], [-0.5, 0.2, 0.5], [0.3, 0.0, 0.0], [-6.3, 5.6, 5.5], [-1.9, -3.0, 1.2], [-0.5, -2.5, -0.4], [-1.2, 8.0, -0.7], [-1.6, -1.6, 0.0], [-0.6, -1.7, 1.1], [2.3, -2.3, 0.9], [1.3, 1.7, 0.1], [1.3, -3.8, 0.2], [-2.2, 0.1, 0.4], [0.5, 0.9, -0.5], [0.8, 1.2, -0.7], [2.8, 1.1, 1.6], [-0.7, -1.1, 5.0], [-2.2, 0.6, -6.3], [10.7, 2.7, -10.7], [0.5, -0.1, 7.2], [-0.2, 0.3, -3.7], [-2.2, -1.2, 0.1], [-0.6, 0.1, -0.1], [-7.0, -2.4, 8.3], [-0.9, -0.2, -1.6]], "lowdin_charge": [-0.020, -0.419, -0.059, -0.186, -0.160, -0.344, 0.061, 0.220, 0.045, 0.019, 0.009, 0.091, 0.077, 0.060, 0.124, 0.129, 0.123, 0.068, 0.101, 0.182, -0.042, 0.030, 0.161, 0.071, 0.123, 0.084, 0.091, 0.088, 0.106, -0.495, -0.053, -0.068, -0.014, -0.005, 0.000, -0.144, -0.091, -0.076, -0.079, 0.020, 0.145, 0.110, 0.054, 0.023, -0.070, -0.112, -0.147, -0.096, -0.079, 0.106, 0.103, 0.099, 0.043, 0.103, -0.074, -0.178, -0.062, -0.061, -0.144, 0.222, 0.105, 0.046, 0.098, 0.104, -0.073, -0.148, -0.044, -0.042, -0.127, 0.117, 0.093, 0.055, -0.053, 0.133, -0.036, -0.103, -0.075, -0.113, -0.142, 0.074, 0.049, 0.104, 0.064, 0.111, -0.017, -0.112, 0.000, -0.013, -0.125, 0.010, 0.139, 0.070, -0.043, 0.083]}

Record 2
{"formula": "C35H21Cl4CoN5O5", "method": "ωB97M-V with the def2-TZVPD basis set", "multiplicity": 2, "homo_energy_ev": [-7.296, -7.257], "total_charge": 0, "e_lumo_ha": [-0.060, -0.060], "energy_ha": -5219.936196, "largest_force_ha_per_bohr": 0.0105, "elements": ["Co", "Cl", "C", "C", "C", "Cl", "C", "C", "C", "C", "N", "C", "C", "O", "H", "H", "H", "H", "O", "N", "O", "C", "C", "C", "C", "C", "C", "N", "C", "C", "N", "C", "C", "C", "C", "H", "H", "H", "H", "H", "H", "H", "Cl", "C", "C", "C", "C", "C", "Cl", "C", "N", "C", "C", "C", "C", "C", "C", "C", "C", "O", "O", "H", "H", "H", "H", "H", "H", "H", "H", "H", "H"], "positions_angstrom": [[0.9627, -0.2248, 1.3597], [0.3702, 0.0035, 6.3595], [1.8137, -0.0440, 5.4066], [3.0538, -0.0419, 6.0512], [4.2254, -0.0770, 5.3434], [5.7461, -0.0801, 6.1892], [4.2054, -0.1093, 3.9329], [5.3491, -0.1491, 3.1054], [5.2060, -0.1641, 1.7458], [3.9170, -0.1404, 1.1936], [2.8347, -0.1083, 1.9374], [2.9453, -0.1034, 3.2959], [1.6931, -0.0908, 4.0145], [0.5896, -0.1129, 3.3648], [3.0809, -0.0144, 7.1316], [6.3283, -0.1737, 3.5609], [6.0630, -0.2013, 1.0898], [3.7761, -0.1530, 0.1184], [-2.4847, 5.8062, 0.8322], [-3.1840, 4.8178, 0.7084], [-4.3818, 4.8421, 0.5261], [-2.5381, 3.4950, 0.8117], [-3.3774, 2.4308, 0.7918], [-2.8808, 1.0978, 0.8712], [-3.6942, -0.0538, 0.8937], [-3.0979, -1.2819, 0.9832], [-1.6951, -1.3762, 1.0303], [-0.9274, -0.3027, 1.0057], [-1.5037, 0.9165, 0.9474], [-0.6192, 2.0432, 0.9961], [0.6940, 1.7305, 1.1210], [1.5739, 2.7129, 1.1833], [1.1892, 4.0540, 1.1236], [-0.1375, 4.3840, 1.0023], [-1.1034, 3.3564, 0.9324], [-4.4404, 2.6088, 0.7132], [-4.7702, 0.0481, 0.8440], [-3.6805, -2.1909, 1.0062], [-1.1876, -2.3316, 1.0750], [2.6140, 2.4290, 1.2852], [1.9420, 4.8260, 1.1842], [-0.4409, 5.4161, 0.9690], [-0.2847, -4.3064, -5.3577], [-1.7875, -3.5375, -4.9519], [-2.9161, -3.8657, -5.6774], [-4.1233, -3.2536, -5.3757], [-4.1933, -2.3578, -4.3240], [-3.0587, -2.0691, -3.5827], [-3.2344, -1.0717, -2.1753], [-1.8129, -2.6110, -3.8981], [-0.6543, -2.3216, -3.2004], [-0.1794, -1.0692, -2.8635], [-0.7557, 0.0828, -3.3980], [-0.3222, 1.3394, -3.0116], [0.7294, 1.4691, -2.1164], [1.3554, 0.3200, -1.6555], [0.9341, -0.9523, -2.0150], [1.6743, -2.1484, -1.4837], [0.9399, -2.6769, -0.2447], [0.1369, -3.5882, -0.3647], [1.2062, -2.0580, 0.8450], [-2.8402, -4.5858, -6.4779], [-5.0081, -3.4870, -5.9491], [-5.1300, -1.8994, -4.0458], [-0.0996, -3.1178, -2.9255], [-1.5636, -0.0142, -4.1104], [-0.7970, 2.2176, -3.4278], [1.0826, 2.4455, -1.8116], [2.2274, 0.4129, -1.0135], [2.6828, -1.8400, -1.2055], [1.7628, -2.9491, -2.2194]], "atomic_forces_ev_per_a": [[0.4, -0.2, -0.2], [0.0, 0.0, 0.0], [0.0, 0.0, -0.1], [0.0, 0.0, 0.0], [0.0, 0.0, 0.0], [0.0, 0.0, 0.0], [0.0, 0.0, 0.0], [-0.1, 0.0, 0.0], [0.0, 0.0, 0.1], [0.0, 0.0, 0.0], [0.0, -0.1, 0.0], [0.0, 0.0, 0.0], [-0.1, 0.0, 0.0], [0.0, 0.1, 0.1], [0.0, 0.0, 0.0], [0.0, 0.0, 0.0], [0.0, 0.0, 0.0], [0.0, 0.0, 0.1], [-0.2, 0.0, -0.1], [0.0, 0.0, 0.2], [0.0, 0.1, -0.1], [-0.1, -0.2, 0.0], [0.1, 0.2, 0.0], [0.1, -0.1, 0.0], [0.1, 0.1, 0.1], [0.1, 0.0, 0.1], [-0.1, 0.1, 0.0], [-0.2, 0.0, 0.0], [-0.1, 0.0, -0.1], [0.1, 0.0, 0.0], [-0.1, 0.5, 0.3], [-0.2, -0.2, 0.0], [-0.1, 0.0, 0.0], [0.1, 0.0, 0.0], [0.1, 0.0, 0.0], [0.0, 0.0, 0.0], [0.0, 0.0, 0.0], [0.0, 0.0, 0.0], [0.0, 0.0, 0.0], [0.0, 0.0, 0.0], [0.0, 0.0, 0.0], [0.0, -0.1, 0.0], [0.0, 0.0, 0.0], [0.0, 0.0, 0.0], [0.0, 0.0, 0.1], [0.1, 0.0, 0.0], [0.0, 0.0, 0.0], [-0.2, 0.0, 0.0], [-0.2, -0.1, 0.0], [0.0, -0.1, -0.2], [0.2, -0.3, 0.2], [0.1, 0.2, -0.1], [0.0, 0.1, 0.0], [0.1, 0.0, 0.0], [-0.1, 0.0, -0.1], [0.1, 0.1, -0.1], [0.1, 0.1, -0.1], [0.0, -0.1, 0.0], [0.1, 0.2, -0.2], [-0.2, -0.3, -0.1], [0.1, -0.2, 0.4], [0.0, 0.0, 0.0], [0.0, 0.0, 0.0], [-0.1, 0.0, 0.0], [0.0, 0.0, 0.1], [0.0, 0.1, 0.0], [0.0, 0.0, 0.0], [0.0, 0.0, 0.0], [-0.1, 0.0, -0.1], [0.0, -0.1, 0.0], [0.0, 0.0, 0.0]], "lowdin_charge": [0.563, 0.690, -0.590, -0.127, -0.620, 0.674, -0.171, -0.010, -0.034, -0.103, 0.040, -0.105, -0.387, -0.090, 0.106, 0.093, 0.108, 0.099, 0.077, -0.333, 0.087, -0.053, 0.089, -0.119, -0.021, -0.052, -0.028, 0.084, -0.108, -0.111, 0.073, -0.070, -0.013, 0.030, -0.042, 0.135, 0.127, 0.120, 0.118, 0.120, 0.115, 0.106, 0.712, -0.574, -0.107, -0.079, -0.106, -0.558, 0.820, -0.292, 0.080, -0.217, -0.070, -0.080, -0.100, -0.066, -0.152, -0.046, -0.634, 0.044, -0.084, 0.105, 0.107, 0.103, 0.107, 0.102, 0.105, 0.097, 0.083, 0.110, 0.120]}

Record 3
{"formula": "C2H10N2O3", "method": "ωB97M-V with the def2-TZVPD basis set", "smiles": "NCC(N)=O.O.O", "multiplicity": 1, "homo_energy_ev": -10.006, "total_charge": 0, "e_lumo_ha": 0.024, "energy_ha": -417.452004, "largest_force_ha_per_bohr": 0.0315, "elements": ["N", "C", "C", "N", "O", "H", "H", "H", "H", "H", "H", "O", "H", "H", "O", "H", "H"], "positions_angstrom": [[1.2375, -0.1023, -0.2993], [0.1004, -0.3360, -1.2535], [-1.1547, 0.1848, -0.6314], [-1.5021, -0.4066, 0.5270], [-1.7045, 1.1804, -1.1205], [2.0816, -0.2925, -0.8342], [1.2917, 0.9036, -0.1282], [0.2244, 0.1405, -2.2230], [0.1373, -1.4119, -1.4466], [-0.7799, -0.9300, 0.9997], [-2.2068, -0.0366, 1.1450], [0.4458, -2.4036, 2.4330], [0.8418, -2.4571, 1.5478], [0.9852, -3.0789, 2.8646], [0.3635, 2.9407, -0.5966], [-0.4007, 2.3938, -0.8541], [0.0395, 3.7119, -0.1296]], "atomic_forces_ev_per_a": [[-0.3, 0.2, -0.7], [1.5, -0.6, 0.1], [-0.4, 1.1, 0.1], [0.1, -0.3, 0.3], [-0.2, -1.0, 0.5], [0.0, -0.2, 0.2], [-0.1, -0.1, 0.1], [0.0, 0.3, 0.0], [-0.6, 0.0, 0.1], [-0.1, -0.2, -0.1], [-0.1, 0.3, -0.4], [0.6, -0.5, -0.6], [-0.3, 0.5, 0.0], [-0.3, 0.1, 0.5], [0.4, -0.3, -0.1], [-0.2, 0.5, 0.0], [-0.2, 0.0, 0.0]], "lowdin_charge": [0.014, -0.186, -0.530, 0.194, 0.009, 0.070, 0.050, 0.116, 0.115, 0.070, 0.120, -0.071, 0.027, 0.040, -0.067, -0.009, 0.037]}